Record 1
C3H3N3O | wB97M-V/def2-TZVPD

Results
- Orbital gap: 9.80 eV
- E_HOMO: -9.919 eV
- SMILES: [H]/N=C(/C#N)C(N)=O

CARTESIAN COORDINATES (ANGSTROEM)
H: 0.22 -2.42 0.31
N: 1.01 -1.79 0.32
C: 0.88 -0.63 -0.03
C: 1.79 0.48 0.00
N: 2.29 1.49 0.22
C: -0.89 -0.23 -0.18
N: -1.16 1.09 -0.09
O: -1.58 -1.18 -0.06
H: -0.49 1.74 -0.54
H: -2.07 1.45 0.06

Atomic partial charges in e from the Mulliken method, atoms 1 to 8: 0.3140, -0.5872, 0.4331, 0.0591, -0.3680, 0.5780, -0.3786, -0.5238

=====

Record 2
C3H3N3O | wB97M-V/def2-TZVPD

Results
- Orbital gap (spin up / spin down): 8.38 / 7.66 eV
- E_HOMO (spin up / spin down): -9.405 / -9.848 eV

CARTESIAN COORDINATES (ANGSTROEM)
C: 2.79 0.04 0.00
C: 0.49 0.55 0.02
C: -0.98 0.48 -0.01
N: 3.92 -0.07 0.20
N: -2.14 -1.62 0.21
N: 1.55 -0.21 -0.04
O: -2.03 -0.38 -0.15
H: 0.79 1.70 0.04
H: -1.37 1.42 -0.08
H: -3.03 -1.90 -0.21

Atomic partial charges in e from the Mulliken method, atoms 1 to 8: 0.4108, 0.3960, -0.2622, -0.4140, -0.4076, -0.4277, -0.0721, 0.2012

=====

Record 3
C3H3N3O | wB97M-V/def2-TZVPD

Results
- Orbital gap: 11.13 eV
- E_HOMO: -10.764 eV
- SMILES: O=Cn1cncn1

CARTESIAN COORDINATES (ANGSTROEM)
O: 2.71 0.11 0.51
C: 1.71 -0.30 0.02
N: 0.37 0.11 0.38
C: -0.36 1.07 -0.26
N: -1.62 0.71 -0.36
C: -1.61 -0.53 0.21
N: -0.45 -0.95 0.64
H: 1.65 -1.06 -0.79
H: 0.09 1.99 -0.62
H: -2.50 -1.15 0.28

Atomic partial charges in e from the Mulliken method, atoms 1 to 8: -0.3863, 0.0962, 0.5046, 0.0139, -0.5475, -0.0668, -0.7347, 0.3296

=====

Record 4
C3H3N3O | wB97M-V/def2-TZVPD

Results
- Orbital gap: 10.69 eV
- E_HOMO: -11.012 eV
- SMILES: N#CN(C#N)CO

CARTESIAN COORDINATES (ANGSTROEM)
N: -0.89 0.83 -2.77
C: -0.35 0.44 -1.87
N: 0.45 0.11 -0.42
C: 0.97 -1.16 -0.47
N: 1.48 -2.17 -0.54
C: -0.03 0.67 0.78
O: -1.17 -0.13 1.21
H: -0.21 1.71 0.67
H: 0.77 0.64 1.67
H: -1.03 -0.94 1.74

Atomic partial charges in e from the Mulliken method, atoms 1 to 8: -0.3071, 0.1752, 0.0256, 0.3707, -0.3803, -0.2809, -0.5410, 0.3404

=====

Record 5
C3H3N3O | wB97M-V/def2-TZVPD

Results
- Orbital gap: 8.97 eV
- E_HOMO: -9.271 eV
- SMILES: [H]/N=N/C=C\N=C=O

CARTESIAN COORDINATES (ANGSTROEM)
H: -0.44 -0.73 -2.30
N: -0.05 -0.46 -1.39
N: -0.28 -1.37 -0.58
C: 0.13 -1.10 0.73
C: 0.30 0.13 1.26
N: 0.10 1.35 0.64
C: -0.14 1.69 -0.51
O: -0.39 2.22 -1.53
H: 0.23 -1.98 1.36
H: 0.54 0.24 2.32

Atomic partial charges in e from the Mulliken method, atoms 1 to 8: 0.2220, -0.2866, -0.3242, -0.2580, 0.0487, -0.4848, 0.8033, -0.4325

=====

Record 6
C3H3N3O | wB97M-V/def2-TZVPD

Results
- Orbital gap (spin up / spin down): 8.48 / 8.48 eV
- E_HOMO (spin up / spin down): -9.541 / -9.541 eV

CARTESIAN COORDINATES (ANGSTROEM)
C: 0.54 0.43 0.10
C: -1.23 -1.51 -0.91
O: 1.46 0.95 -0.63
N: -0.29 0.29 0.96
N: -0.36 -0.64 -1.12
C: 0.74 1.58 1.95
N: 1.05 2.22 2.87
H: 1.39 0.51 -1.51
H: -1.54 -2.15 -1.75
H: -1.75 -1.68 0.05

Atomic partial charges in e from the Mulliken method, atoms 1 to 8: 0.6879, -0.2336, -0.3988, -0.1391, -0.5509, 0.0664, -0.3630, 0.4247

=====

Record 7
C3H3N3O2 | wB97M-V/def2-TZVPD

Results
- Orbital gap: 8.90 eV
- E_HOMO: -9.296 eV
- SMILES: [H]/N=c1/nncc(O)o1

CARTESIAN COORDINATES (ANGSTROEM)
H: -1.99 -2.05 0.10
N: -2.24 -1.07 0.02
C: -1.22 -0.34 0.00
N: -1.30 1.06 -0.02
N: -0.25 1.76 -0.02
C: 1.00 1.18 0.04
C: 1.15 -0.16 0.00
O: 2.29 -0.85 -0.01
O: 0.07 -0.95 -0.03
H: 1.84 1.86 0.10
H: 2.15 -1.80 0.02

Atomic partial charges in e from the Mulliken method, atoms 1 to 8: 0.2691, -0.5758, 0.4744, -0.3005, -0.2404, -0.4813, 0.8328, -0.4692

=====

Record 8
C3H3N3O2 | wB97M-V/def2-TZVPD

Results
- Orbital gap: 9.39 eV
- E_HOMO: -9.741 eV
- SMILES: Oc1cnnnc1O

CARTESIAN COORDINATES (ANGSTROEM)
O: -1.30 -1.24 -0.36
C: -0.32 -0.41 0.18
C: 0.03 0.10 1.49
N: 1.12 0.84 1.51
N: 2.05 0.99 0.53
N: 1.56 0.72 -0.67
C: 0.44 0.05 -0.90
O: 0.21 0.10 -2.24
H: -2.25 -1.06 0.27
H: -0.71 0.11 2.42
H: -0.84 -0.20 -2.24

Atomic partial charges in e from the Mulliken method, atoms 1 to 8: -0.5922, 0.6555, -0.3332, -0.2212, -0.4531, -0.0963, 0.4863, -0.4886

=====

Record 9
C3H3N3O2 | wB97M-V/def2-TZVPD

Results
- Orbital gap: 10.08 eV
- E_HOMO: -9.627 eV
- SMILES: C=Nn1ncoc1=O

CARTESIAN COORDINATES (ANGSTROEM)
C: 0.08 2.01 0.70
N: 0.03 1.51 -0.61
N: 0.22 0.07 -0.42
N: 0.54 -0.61 -1.48
C: 0.36 -1.83 -1.11
O: -0.36 -1.92 0.21
C: -0.47 -0.56 0.53
O: -0.90 -0.23 1.57
H: -0.02 3.24 0.57
H: 0.11 1.14 1.67
H: 0.40 -2.84 -1.62

Atomic partial charges in e from the Mulliken method, atoms 1 to 8: -0.2132, -0.5259, 0.9050, -0.8262, 0.0463, -0.3591, 0.5980, -0.5377

=====

Record 10
C3H3N3O2 | wB97M-V/def2-TZVPD

Results
- Orbital gap: 10.61 eV
- E_HOMO: -10.107 eV
- SMILES: O=C1NC=NN=CO1

CARTESIAN COORDINATES (ANGSTROEM)
O: 1.39 1.64 1.23
C: 0.71 0.82 0.69
N: 0.57 0.71 -0.68
C: 0.32 -0.50 -1.33
N: -0.55 -1.35 -1.00
N: -1.49 -1.12 0.03
C: -1.14 -0.49 1.12
O: 0.14 -0.20 1.48
H: 1.07 1.46 -1.20
H: 0.86 -0.68 -2.26
H: -1.88 -0.29 1.92

Atomic partial charges in e from the Mulliken method, atoms 1 to 8: -0.4935, 0.4519, -0.2219, 0.0631, -0.3646, -0.2922, 0.0850, -0.2985

=====

Record 11
C3H3N3O2 | wB97M-V/def2-TZVPD

Results
- Orbital gap: 9.92 eV
- E_HOMO: -10.221 eV

CARTESIAN COORDINATES (ANGSTROEM)
C: 0.07 0.10 -0.17
C: -0.51 0.32 1.04
C: -1.39 -1.03 1.11
N: -0.34 -1.08 -0.71
N: -1.19 -1.73 0.05
N: -2.22 -1.30 2.23
O: -2.61 -2.44 2.38
O: -2.46 -0.37 2.96
H: 0.76 0.71 -0.73
H: -0.01 1.64 1.65
H: -0.09 -1.48 -1.60

Atomic partial charges in e from the Mulliken method, atoms 1 to 8: -0.3843, -0.2035, 0.2162, 0.2783, -0.6174, 0.9128, -0.5366, -0.5440

=====

Record 12
C3H3N3O2 | wB97M-V/def2-TZVPD

Results
- Orbital gap: 10.35 eV
- E_HOMO: -10.460 eV

CARTESIAN COORDINATES (ANGSTROEM)
C: -1.08 -0.14 -0.01
C: 0.21 1.63 -0.13
C: 1.41 -0.29 0.09
H: -2.05 -1.77 0.50
H: 0.53 2.62 0.06
H: 0.06 -1.82 -0.15
N: -2.24 -0.69 -0.17
N: -0.92 1.15 -0.13
N: 0.24 -0.85 0.11
O: 1.42 1.18 0.06
O: 2.41 -1.03 -0.24

Atomic partial charges in e from the Mulliken method, atoms 1 to 8: 0.3951, 0.2240, 0.5055, 0.2661, 0.3861, 0.2598, -0.5597, -0.4305

=====

Repeat the tenth record exactly.
C3H3N3O2 | wB97M-V/def2-TZVPD

Results
- Orbital gap: 10.61 eV
- E_HOMO: -10.107 eV
- SMILES: O=C1NC=NN=CO1

CARTESIAN COORDINATES (ANGSTROEM)
O: 1.39 1.64 1.23
C: 0.71 0.82 0.69
N: 0.57 0.71 -0.68
C: 0.32 -0.50 -1.33
N: -0.55 -1.35 -1.00
N: -1.49 -1.12 0.03
C: -1.14 -0.49 1.12
O: 0.14 -0.20 1.48
H: 1.07 1.46 -1.20
H: 0.86 -0.68 -2.26
H: -1.88 -0.29 1.92

Atomic partial charges in e from the Mulliken method, atoms 1 to 8: -0.4935, 0.4519, -0.2219, 0.0631, -0.3646, -0.2922, 0.0850, -0.2985